[1]
C19H37NO10 | wB97M-V/def2-TZVPD

```
67
Properties=species:S:1:pos:R:3:forces:R:3:lowdin_charge:R:1
C 0.664473 2.617620 1.445451 1.3 -1.9 1.5 0.0002
C 1.405720 1.630025 2.172625 -1.0 1.2 -1.5 -0.1116
C 1.393898 0.064741 1.830346 -1.3 0.5 2.4 -0.1744
O 2.463771 -0.318941 0.892425 -2.2 0.6 -1.7 -0.0520
C 2.078794 0.099830 -0.426296 1.6 4.0 0.0 -0.3822
O 2.465931 1.253989 -0.760222 -1.4 -4.5 0.8 0.0806
N 1.232343 -0.752005 -1.319478 1.0 2.3 0.6 0.0073
C 0.015950 0.081048 -1.556982 -0.8 0.5 1.9 -0.1988
O -1.095038 -0.811056 -1.777201 0.9 1.5 -1.4 -0.1510
C -1.974763 -0.368952 -2.837806 -1.4 -0.8 -0.1 -0.1785
C -3.352426 0.126065 -2.178092 0.3 -0.6 -2.0 -0.1659
O -4.061268 -1.075730 -1.757264 1.0 1.4 1.5 -0.1840
C -3.978544 -1.273839 -0.329833 -0.7 -1.7 1.7 -0.2619
C -3.565836 -2.793013 0.073555 0.7 0.4 -0.1 -0.0849
C 2.040680 -1.004524 -2.551418 1.6 -2.8 -2.0 -0.3296
C 1.217813 -1.045474 -3.923113 -0.4 1.1 0.6 -0.0626
C 2.678964 -2.496973 -2.368108 -0.9 0.3 1.1 -0.1996
C 4.013212 -2.514235 -1.472361 -0.1 -1.6 -0.8 -0.1122
H -0.451287 2.455042 1.303885 1.7 -0.2 -1.1 0.0688
H 1.178640 3.569684 1.072537 -1.3 -0.9 1.6 0.0562
H 2.081217 1.974159 3.019455 0.2 -0.5 -2.0 0.1010
H 1.625677 -0.487081 2.814707 -0.3 0.6 -1.8 0.1301
H 0.360132 -0.270915 1.465359 1.5 0.4 0.3 0.1287
H 0.134931 0.909357 -2.329047 -0.2 -1.3 0.6 0.1420
H -0.201242 0.619418 -0.554864 0.4 -0.7 -1.5 0.1271
H -1.514104 0.359932 -3.582096 -0.4 -0.6 1.3 0.1229
H -2.244062 -1.314083 -3.446420 0.3 1.5 0.9 0.1402
H -3.183905 0.878204 -1.341166 -0.3 -1.0 -1.1 0.1291
H -3.981270 0.557517 -3.046050 0.9 -0.3 1.5 0.1345
H -3.237125 -0.598647 0.209451 -0.9 -0.6 -1.0 0.1112
H -5.021721 -1.122372 0.145935 1.5 0.1 -0.9 0.1201
H -3.831308 -3.017300 1.173123 0.3 0.5 -1.7 0.0735
H -4.040294 -3.572235 -0.607628 0.4 1.1 0.9 0.0754
H -2.426639 -2.917301 -0.015124 -1.7 0.2 0.0 0.0730
H 2.932754 -0.312981 -2.704680 -1.4 -0.4 0.5 0.1458
H 0.951923 0.049000 -4.182201 0.0 -1.8 0.2 0.0853
H 0.295705 -1.693435 -3.760838 1.1 1.0 -0.4 0.0887
H 1.807952 -1.437764 -4.813735 -0.5 0.4 1.5 0.0890
H 2.790982 -3.028258 -3.369862 0.2 0.9 1.3 0.1025
H 1.878887 -3.083426 -1.780330 1.1 0.9 -1.1 0.1149
H 4.868111 -2.861330 -2.166531 -1.0 1.0 1.3 0.0762
H 3.890829 -3.379071 -0.717953 0.4 1.6 -0.9 0.0793
H 4.247778 -1.537768 -0.938972 -0.3 -1.3 -0.8 0.0693
C -0.617401 -4.974350 5.447424 0.4 -0.1 -0.1 -0.0464
O -1.908529 -4.877228 6.046073 -0.4 0.1 -0.2 -0.0005
C -2.874702 -4.469699 5.207329 0.0 0.0 0.1 -0.6016
O -2.731511 -4.194399 4.041806 -0.1 -0.1 0.4 0.1158
O -4.028246 -4.422387 5.893175 0.4 0.0 -0.1 -0.0009
C -5.150799 -4.001408 5.120393 -0.4 0.1 -0.2 -0.0469
H 0.080689 -5.310596 6.214548 -0.3 0.0 0.1 0.0936
H -0.621835 -5.707766 4.638291 0.0 0.2 0.0 0.0988
H -0.287171 -3.999182 5.083042 -0.1 -0.1 -0.1 0.0967
H -5.335269 -4.696312 4.298264 0.1 0.2 0.0 0.0984
H -5.000755 -2.987558 4.742955 0.1 -0.2 -0.1 0.0973
H -6.023479 -4.000740 5.774129 0.3 -0.1 0.1 0.0934
C 3.020953 4.500733 -1.266551 0.0 -0.5 0.0 -0.0460
O 3.569937 5.803132 -1.466199 -0.2 0.5 0.0 0.0029
C 2.660613 6.790195 -1.459030 0.2 -0.1 0.0 -0.6011
O 1.471451 6.657676 -1.303028 0.4 0.1 0.0 0.1188
O 3.305788 7.951965 -1.655729 -0.1 -0.4 0.0 -0.0021
C 2.455787 9.097013 -1.671890 -0.2 0.4 0.0 -0.0492
H 3.842050 3.784398 -1.290790 0.0 0.3 0.0 0.0940
H 2.533778 4.433497 -0.292508 0.0 0.1 -0.2 0.0709
H 2.321288 4.250417 -2.066720 0.0 0.1 0.2 0.1018
H 1.945715 9.212050 -0.713040 -0.1 -0.1 -0.2 0.0979
H 1.733258 9.029460 -2.488073 0.0 -0.1 0.2 0.0977
H 3.082152 9.974191 -1.837046 0.1 -0.3 0.0 0.0930
```
Positions in Å, forces in eV/Å.

Net charge = 0
Total energy = -1553.07512 hartree
Strongest force on any atom = 4.79 eV/Å
Frontier orbital gap = 0.3340 hartree
Highest occupied orbital energy = -8.8 eV

[2]
C19H38AlI2NO37PS8 | wB97M-V/def2-TZVPD

```
107
Properties=species:S:1:pos:R:3:forces:R:3:lowdin_charge:R:1
O 0.089994 1.058411 0.766929 0.2 0.7 2.4 0.0068
N -0.266442 1.627219 1.774562 0.4 -1.1 -3.3 -0.0208
O -1.066148 2.666531 1.373802 -1.5 0.4 1.3 -0.1540
C -2.170661 2.733785 2.366886 -1.2 -0.3 0.8 -0.1306
C -3.292909 1.605311 1.980911 0.1 0.9 -2.3 -0.3590
O -4.216731 2.209772 1.009451 0.3 -0.9 2.0 -0.3168
Al -6.008226 1.715271 1.298751 1.6 0.0 0.7 0.2059
O -5.545188 0.997425 2.969411 3.3 -0.5 -0.3 -0.4557
C -4.108952 0.893153 3.202691 -2.7 1.0 -2.3 -0.9896
I -3.983262 1.842209 5.214039 0.5 0.1 -0.2 0.7062
P -3.411610 -0.854947 3.605524 1.3 -0.6 0.7 0.4996
O -1.941193 -1.122157 2.730934 -2.8 -0.1 -0.1 -0.4556
I -5.059636 -2.441947 2.612905 0.2 0.5 -0.2 0.3640
H -1.678972 2.551197 3.388224 -0.9 0.3 -1.4 0.0814
H -2.724767 3.757243 2.317246 1.4 -1.8 -0.1 0.1469
H -2.758251 0.829929 1.291331 -0.6 0.8 1.9 0.1376
H -6.837105 3.073886 1.233102 -0.2 0.1 0.1 -0.1045
H -6.619794 0.490807 0.501055 0.0 -0.1 -0.3 -0.0984
H -2.170801 -1.801281 2.028594 0.7 1.1 0.8 -0.0436
C 0.195708 -1.807868 -1.274198 0.5 0.6 0.4 -0.1512
C 1.180585 -2.827910 -0.719351 0.0 -0.1 -0.7 -0.1396
O 0.465939 -3.514407 0.308935 -3.5 1.4 -4.8 -0.2933
S -1.104777 -3.582133 -0.097436 1.2 0.6 -0.6 0.6980
O -1.361425 -4.862575 -0.696350 -0.3 0.9 0.7 -0.2283
O -1.876459 -3.065528 0.995288 0.4 -1.3 -1.1 -0.2628
O -1.070011 -2.468280 -1.278979 -0.3 -0.9 0.4 -0.1759
H 0.122018 -0.934374 -0.619974 0.1 -0.1 -0.1 0.1117
H 0.460230 -1.484189 -2.282294 -0.3 -0.2 0.0 0.1384
H 2.080740 -2.360590 -0.316007 -0.2 -0.1 0.3 0.1241
H 1.461965 -3.560855 -1.482527 0.0 0.1 0.0 0.1342
C 3.752230 -4.651904 3.995238 0.5 -0.1 -0.2 -0.1702
C 4.113025 -3.187390 3.791506 0.2 0.0 0.7 -0.1635
O 3.102391 -2.672044 2.923725 -0.7 -0.7 -0.2 -0.1968
S 1.706250 -3.449295 3.216777 0.1 -0.1 0.3 0.7082
O 0.918422 -2.641195 4.102350 0.4 -0.8 -0.8 -0.2178
O 1.201946 -3.961452 1.969734 2.4 -0.4 5.8 -0.2243
O 2.328076 -4.683404 4.076359 -0.2 0.8 0.0 -0.1888
H 4.057798 -5.256709 3.136045 0.0 0.0 0.0 0.1308
H 4.194983 -5.063256 4.904014 -0.3 0.1 0.0 0.1333
H 5.101934 -3.060097 3.348975 -0.2 0.1 -0.2 0.1222
H 4.062711 -2.634006 4.734252 0.1 -0.1 0.0 0.1357
C -2.839111 4.511310 -2.066138 0.3 -0.7 0.2 -0.1504
C -2.058764 5.023844 -0.865875 -0.7 -0.4 0.5 -0.1501
O -1.215961 6.056193 -1.382757 -0.1 0.4 -1.1 -0.2028
S -1.973616 6.788601 -2.618932 -0.5 -0.3 0.0 0.6765
O -2.598226 7.981542 -2.121375 0.6 -0.7 -0.7 -0.2217
O -1.094602 6.784750 -3.751673 -4.2 0.0 -0.1 -0.2921
O -3.129300 5.670181 -2.851961 0.5 0.9 0.3 -0.1886
H -2.230900 3.832797 -2.671662 0.0 0.0 0.1 0.1322
H -3.761679 4.007423 -1.773357 0.0 0.2 -0.1 0.1407
H -1.464322 4.241702 -0.392215 0.1 0.2 -0.2 0.1207
H -2.726168 5.472751 -0.124182 0.0 -0.1 0.0 0.1384
C -0.267707 5.201646 -7.351566 -0.9 0.1 -0.1 -0.1608
C -0.736710 4.730005 -5.982819 0.4 1.0 0.1 -0.1885
O -0.629852 3.304869 -6.024971 0.6 -0.6 -1.0 -0.1808
S 0.616137 2.896385 -6.981377 -0.4 0.4 0.4 0.6511
O 1.759336 2.644185 -6.150024 -0.7 -0.1 -0.9 -0.2416
O 0.147137 1.961861 -7.963137 0.6 0.4 0.8 -0.2377
O 0.819203 4.340716 -7.696336 0.2 -0.8 0.6 -0.1959
H -1.052855 5.076735 -8.103431 0.1 0.0 0.0 0.1292
H 0.059582 6.242554 -7.339088 0.2 -0.2 0.0 0.1370
H -1.761839 5.033644 -5.767104 0.1 -0.3 0.0 0.1399
H -0.074656 5.095162 -5.189565 -0.7 -0.1 -0.8 0.0637
C 0.000210 -3.565685 8.193492 -0.5 0.6 0.2 -0.1627
C 0.685157 -2.385415 7.521181 -0.4 -0.3 -0.8 -0.1595
O 1.902269 -2.199221 8.246696 0.3 -0.8 0.9 -0.1921
S 2.425711 -3.641056 8.778284 -0.4 0.3 -0.2 0.6501
O 3.415345 -4.127718 7.858007 -0.5 0.2 0.9 -0.2466
O 2.656109 -3.547336 10.190352 0.2 -0.1 -1.2 -0.2336
O 1.052661 -4.471598 8.530505 1.0 0.4 -0.1 -0.1938
H -0.495624 -3.259702 9.119369 0.0 0.0 -0.1 0.1318
H -0.724662 -4.050113 7.537477 0.3 -0.1 0.1 0.1403
H 0.077406 -1.480361 7.549611 0.2 0.0 0.2 0.1445
H 0.942706 -2.617371 6.484005 -0.2 0.1 0.1 0.1053
C 3.901817 6.091983 -3.210800 0.3 0.3 0.4 -0.1717
C 3.502408 5.237078 -2.015867 0.3 -0.5 -0.3 -0.1712
O 2.136640 5.563530 -1.765822 -0.2 0.5 -0.6 -0.1763
S 1.412087 5.925361 -3.175050 0.2 0.7 0.7 0.6903
O 0.723789 4.752167 -3.639343 1.0 0.9 1.0 -0.2321
O 0.776518 7.202717 -3.043457 3.8 -1.0 0.8 -0.2384
O 2.759315 6.105090 -4.065808 -0.6 -0.5 0.3 -0.1814
H 4.111804 7.121728 -2.906896 0.0 -0.1 0.0 0.1320
H 4.767023 5.685976 -3.737562 -0.3 0.0 -0.1 0.1346
H 4.113947 5.439957 -1.135856 -0.3 0.1 0.0 0.1363
H 3.556239 4.171206 -2.258018 0.1 0.1 0.0 0.1339
C -4.406703 -7.062741 -1.970951 0.6 -0.1 -0.3 -0.1703
C -4.043658 -5.598745 -2.172192 0.2 0.0 0.7 -0.1822
O -5.053859 -5.081845 -3.039362 -0.8 -0.8 -0.3 -0.1879
S -6.450521 -5.858007 -2.746366 0.1 0.3 0.2 0.6532
O -7.237741 -5.049752 -1.861083 0.4 -0.9 -0.9 -0.2234
O -6.953746 -6.369784 -3.988111 0.2 0.5 0.9 -0.2389
O -5.831761 -7.092219 -1.889701 -0.3 0.8 -0.2 -0.1956
H -4.102180 -7.666767 -2.830909 0.0 0.0 0.0 0.1300
H -3.964462 -7.476000 -1.063072 -0.3 0.1 0.0 0.1370
H -3.055053 -5.472366 -2.614023 -0.3 0.1 -0.1 0.1263
H -4.093088 -5.047012 -1.228940 0.1 -0.1 -0.1 0.1299
C 6.754233 -1.015266 -1.867449 0.4 -0.4 -0.3 -0.1712
C 5.799928 -2.179760 -2.090953 -0.3 0.4 -0.5 -0.1720
O 5.549516 -2.709044 -0.789358 0.5 0.5 0.7 -0.1936
S 5.603486 -1.498803 0.293995 -0.3 0.1 -0.1 0.6529
O 4.260328 -1.067623 0.551856 1.3 -0.3 0.0 -0.2205
O 6.518646 -1.863825 1.335921 -0.9 0.2 -0.6 -0.2282
O 6.316357 -0.393492 -0.659211 -0.6 -0.6 0.4 -0.1886
H 7.778838 -1.367844 -1.717216 -0.1 0.0 -0.1 0.1330
H 6.734004 -0.301298 -2.692383 -0.1 0.1 0.3 0.1375
H 6.222577 -2.944891 -2.743127 0.0 -0.1 0.3 0.1373
H 4.847237 -1.835346 -2.504752 0.1 0.0 -0.1 0.1332
```
Positions in Å, forces in eV/Å.

Net charge = -1
Total energy = -7949.83539 hartree
Strongest force on any atom = 6.29 eV/Å
Frontier orbital gap = 0.2384 hartree
Highest occupied orbital energy = -5.5 eV

- highest occupied orbital energy of number 2 (C19H38AlI2NO37PS8)?
  -5.5 eV